Record 1
The following is a quantum chemistry calculation of a structure of composition C34H96O14 at a distorted geometry, from the OMol25 dataset.

Structure (XYZ):
```
144
Properties=species:S:1:pos:R:3:lowdin_charge:R:1
O -3.072 0.219 -4.163 -0.027
O 1.980 0.409 0.786 -0.196
O -3.857 1.801 -0.235 -0.075
O 1.520 2.510 -3.437 -0.095
O 3.813 -3.830 -1.635 -0.017
O 4.636 4.426 -1.349 -0.060
O -0.079 -2.074 3.080 -0.105
O -2.267 2.717 0.230 0.111
O -0.619 1.967 0.742 -0.144
O 0.689 -0.596 3.862 -0.082
O -2.626 -3.342 1.198 0.001
O 0.749 2.561 -1.732 0.058
O 1.110 1.587 -0.001 -0.189
O 0.255 -3.300 -3.602 -0.031
C -3.211 -1.843 -0.460 -0.060
C -2.269 -2.074 0.727 -0.398
C -3.868 -1.449 -2.745 -0.080
C -1.515 -0.719 4.195 -0.019
C -1.067 0.637 -0.736 -0.203
C -0.502 -1.499 -2.331 -0.091
C 0.946 3.724 0.661 0.017
C 2.852 -0.201 2.919 0.005
C 0.193 2.723 1.525 -0.375
C 2.304 0.952 2.030 -0.251
C -0.569 -3.016 -2.482 -0.461
C -0.410 0.214 3.767 -0.311
C -3.531 0.092 -2.867 -0.368
C -4.357 2.060 1.987 -0.019
C 3.170 2.595 -1.125 -0.104
C -0.482 0.784 2.395 -0.117
C 2.621 0.732 -2.332 -0.166
C -1.908 -3.606 -2.674 -0.030
C 1.207 -0.566 -1.075 -0.175
C 0.351 0.377 -0.181 -0.225
C -2.404 0.585 -1.997 -0.213
C 1.141 -2.250 2.454 -0.376
C 1.334 -3.732 2.087 0.012
C 3.264 2.187 1.770 0.030
C -0.805 -2.172 0.331 -0.085
C 2.825 -2.820 -1.446 -0.368
C -2.495 0.454 1.280 -0.111
C 3.702 3.873 -0.432 -0.260
C 2.661 -1.928 -2.677 -0.036
C 1.536 -3.567 -1.088 -0.051
C -0.673 3.367 2.580 0.057
C 1.226 -1.273 1.253 -0.141
C 1.480 1.098 -3.347 -0.174
C -3.888 1.087 0.948 -0.372
H -1.307 1.482 2.253 0.091
H 4.775 5.358 -1.163 0.080
H -0.874 -1.083 -3.268 0.141
H 3.965 1.858 -1.244 0.114
H -1.099 1.135 -1.705 0.090
H 0.508 -1.126 -2.160 0.003
H -0.633 -2.908 -0.455 0.096
H -4.701 -1.660 -2.074 0.095
H -1.081 -1.202 -1.457 0.052
H -1.468 2.395 0.647 -0.283
H 1.393 -0.138 -2.060 0.031
H -4.115 -1.470 0.023 0.113
H 0.623 -1.575 0.396 0.029
H -4.198 -1.865 -3.697 0.095
H 1.176 2.878 -2.620 -0.225
H 1.774 -4.285 -0.303 0.097
H 1.883 -1.998 3.212 0.122
H 2.379 -4.006 1.947 0.092
H 1.040 -4.191 -1.831 0.108
H 1.905 -1.173 -2.462 0.017
H 0.451 1.310 2.197 0.010
H -0.086 1.483 0.108 -0.083
H 3.852 -0.527 2.631 0.115
H 0.778 -2.855 -0.763 0.037
H 0.539 -1.426 -1.132 0.044
H 0.776 -4.062 1.210 0.064
H 3.375 -4.478 -2.192 0.092
H -2.611 -3.379 -1.873 0.052
H 0.269 4.340 0.070 0.125
H 2.133 -0.983 -0.679 0.091
H 0.499 0.666 -3.152 0.116
H 1.348 1.281 2.439 0.073
H 4.268 1.920 1.438 0.112
H 3.592 1.151 -2.596 0.124
H -1.036 2.623 3.289 0.094
H 2.608 2.815 -2.032 0.100
H -0.170 2.826 -1.702 0.143
H 2.786 -0.342 -2.422 0.002
H -2.424 -3.179 -3.535 0.086
H 2.236 -1.313 0.844 0.107
H -0.411 -1.213 -0.006 0.059
H 1.061 -0.243 1.567 0.069
H -1.568 -0.326 -0.837 0.060
H 2.965 0.086 3.964 0.109
H 2.624 -0.268 0.566 0.135
H -2.066 1.599 -2.210 0.154
H -0.126 4.082 3.194 0.111
H 2.346 0.967 -1.304 0.063
H 1.610 3.280 -0.080 0.053
H -1.504 -0.030 -2.001 0.039
H 1.026 -4.327 2.946 0.091
H -1.726 1.179 -0.058 0.086
H 3.100 -2.251 -0.558 0.131
H -2.427 3.566 0.641 0.124
H 2.474 1.989 -0.545 0.034
H -1.536 3.888 2.165 0.104
H -2.216 -0.430 0.708 0.047
H -3.052 2.324 -0.252 -0.263
H 3.427 2.808 2.650 0.115
H -1.709 -1.643 3.651 0.107
H -1.518 -0.973 5.255 0.115
H -4.564 0.242 0.819 0.131
H -0.184 -2.355 1.208 0.067
H 0.928 2.057 1.974 0.061
H -4.398 0.722 -2.665 0.143
H 0.912 -0.682 4.791 0.176
H 0.180 -0.048 0.808 0.080
H 3.594 -1.399 -2.870 0.120
H -5.444 2.074 2.073 0.083
H -2.394 -0.089 4.060 0.099
H 4.279 3.606 0.454 0.089
H -4.020 3.056 1.698 0.080
H -2.502 -1.324 1.483 0.093
H 1.704 0.706 -4.339 0.135
H -1.862 -4.675 -2.880 0.107
H 1.896 1.381 0.511 -0.131
H -2.782 0.619 -0.975 0.090
H 0.864 2.006 -0.961 -0.179
H -2.973 -1.068 -1.189 0.048
H -2.959 -1.978 -2.459 -0.001
H -0.328 0.959 4.559 0.176
H 2.174 -1.054 2.884 -0.006
H -2.542 0.085 2.304 0.093
H 2.872 2.920 1.066 0.018
H 1.516 4.377 1.322 0.109
H -2.201 -3.537 2.036 0.091
H -0.039 -2.702 -4.293 0.107
H 2.293 -2.528 -3.509 0.114
H -4.083 1.807 3.011 0.075
H -0.063 -3.433 -1.611 0.038
H -3.487 -2.756 -0.987 0.079
H -0.599 0.058 1.590 0.116
H -3.863 0.088 -4.692 0.091
H -0.185 -1.230 3.523 -0.160
H -1.702 1.201 1.235 0.016
H 2.969 4.649 -0.214 0.116
```

For the strongest force on any atom, the calculation gives 18.99 eV/A. Its LUMO energy is -0.259 eV. For the HOMO energy, the calculation gives -0.284 hartree. Its HOMO-LUMO gap is 0.275 Eh. The total energy comes out at -2402.85128 a.u. As for the molar mass: 729.1 g/mol.

=====

Record 2
The following is a quantum chemistry calculation of a cluster of 12 separate species, C34H97N5O12 in total at a distorted geometry, from the OMol25 dataset.

Structure (XYZ):
```
148
Properties=species:S:1:pos:R:3:lowdin_charge:R:1
O 0.905 1.095 3.462 -0.125
O -0.364 -4.936 -3.976 -0.093
O -1.692 0.605 3.251 -0.244
O 1.165 -3.478 7.521 -0.088
O 3.617 0.881 -3.905 -0.107
O -5.643 -0.090 -1.546 -0.089
O -3.271 0.619 -2.818 -0.113
O -1.313 0.623 -7.449 -0.181
O -0.442 5.237 -1.895 -0.182
O -1.935 -7.219 -1.519 -0.072
O 0.686 -0.172 -0.478 -0.239
O 4.355 4.310 1.780 -0.176
N 0.852 2.067 -4.693 0.370
N 2.311 -0.921 1.827 0.073
N 1.342 2.377 0.834 0.056
N -0.351 4.979 1.055 0.049
N -1.565 -1.569 6.191 0.047
C 4.803 5.350 2.589 -0.117
C -2.168 0.184 4.542 -0.131
C 0.615 -0.232 -5.253 0.006
C 1.522 0.959 4.733 -0.313
C 4.163 0.096 -2.864 -0.284
C 2.926 1.253 4.546 -0.087
C 3.139 -4.449 6.659 -0.071
C -1.032 4.169 -1.153 -0.192
C 0.482 1.179 -5.816 -0.283
C 2.886 3.276 -0.664 -0.056
C -2.187 -2.379 3.952 -0.051
C -2.620 0.704 -7.892 -0.115
C -1.573 -1.244 4.779 -0.428
C -3.045 -1.778 -3.210 -0.061
C -0.866 1.598 -6.463 -0.133
C 0.279 4.808 -3.054 -0.097
C -1.168 -7.419 -0.371 -0.313
C -4.157 -0.272 0.423 -0.070
C -3.209 -0.368 -3.849 -0.281
C 1.328 -1.749 1.202 -0.406
C -0.647 -6.045 0.154 -0.082
C -0.234 0.625 -1.247 -0.068
C -2.182 1.856 2.947 -0.118
C 0.838 -4.383 -3.379 -0.258
C 3.365 -1.187 -2.583 -0.059
C -2.370 5.968 0.163 -0.048
C -1.466 4.685 0.212 -0.427
C 2.960 4.130 1.755 -0.171
C 1.714 -3.890 6.325 -0.337
C 0.852 -2.782 2.201 -0.046
C 0.495 -3.303 -2.298 -0.082
C 2.674 2.910 0.796 -0.388
C 0.140 -0.907 0.577 -0.178
C -5.579 -0.417 -0.158 -0.274
H 0.973 -4.593 5.944 0.112
H 0.588 -4.152 7.888 0.093
H -6.522 -0.226 -1.907 0.105
H -0.370 -8.137 -0.558 0.114
H 3.401 0.708 3.731 0.082
H 0.246 4.165 1.069 0.016
H -1.835 6.776 -0.335 0.069
H 1.732 1.796 -4.278 0.100
H 2.489 -0.955 -1.978 0.047
H -0.321 -0.288 1.347 0.112
H -1.103 -0.824 6.693 0.071
H -3.830 0.760 0.302 0.073
H 1.541 -0.098 4.997 0.104
H 5.880 5.324 2.753 0.089
H -2.400 -0.159 -4.548 0.073
H 1.403 -3.881 -4.164 0.094
H 1.133 1.894 1.696 0.048
H -3.303 5.804 -0.375 0.072
H 1.678 -3.453 2.439 0.083
H 1.253 -3.202 -1.521 0.054
H 3.770 -3.706 7.146 0.076
H -4.113 0.509 -2.371 0.024
H -0.322 3.346 -1.063 0.077
H 4.285 1.204 -4.514 0.100
H -3.888 -2.043 -2.572 0.067
H 3.336 2.084 1.054 0.131
H -2.107 3.988 0.751 0.114
H 2.648 3.766 2.734 0.106
H 1.898 -3.052 5.653 0.095
H 0.007 -5.616 -0.605 0.052
H 5.160 -0.126 -3.246 0.118
H -3.266 1.870 2.837 0.095
H 3.944 3.507 -0.787 0.084
H 1.212 1.291 -6.618 0.163
H -3.250 0.051 4.541 0.130
H 0.559 -2.330 3.148 0.055
H 1.639 -0.419 -4.929 0.068
H -3.213 -2.518 4.295 0.079
H -0.006 -6.242 1.013 0.070
H 1.889 -0.174 2.360 0.029
H -0.589 -1.636 0.224 0.115
H -4.155 -0.272 -4.381 0.110
H -1.932 0.901 5.329 0.129
H 3.057 -1.599 -3.544 0.066
H -2.401 -6.398 -1.344 0.078
H 0.650 5.696 -3.566 0.096
H -0.693 -0.034 -1.983 0.064
H 4.301 0.681 -1.956 0.105
H -1.614 1.699 -5.676 0.117
H -1.707 -3.348 4.089 0.076
H 2.424 4.231 -0.913 0.069
H -3.417 -0.892 -0.083 0.061
H -1.767 -7.877 0.417 0.103
H -2.605 6.392 1.140 0.074
H 2.567 2.572 -1.433 0.055
H 3.118 2.316 4.399 0.072
H -1.903 2.561 3.730 0.106
H -0.744 2.538 -7.001 0.136
H -0.349 -5.895 -3.924 0.075
H -1.753 2.166 1.993 0.077
H 2.896 -0.476 1.134 0.068
H -0.027 -0.507 -4.416 0.077
H -6.170 0.242 0.478 0.111
H 1.765 -2.222 0.323 0.114
H -2.227 -1.798 -2.490 0.040
H 0.215 1.974 -3.914 0.112
H 0.991 1.478 5.532 0.130
H 0.243 5.540 0.462 0.065
H -0.042 0.948 3.521 0.025
H -4.203 -0.563 1.473 0.074
H 0.311 1.350 -1.851 0.054
H 4.603 6.345 2.191 0.090
H -5.964 -1.428 -0.028 0.114
H 3.632 -4.943 5.822 0.066
H 3.968 -1.891 -2.009 0.090
H -0.929 1.147 -0.588 0.094
H 3.388 0.989 5.497 0.092
H -0.507 -1.232 4.554 0.093
H -2.779 -2.540 -3.942 0.075
H 0.076 -3.448 1.823 0.063
H -1.348 -5.308 0.546 0.069
H 4.373 5.241 3.585 0.087
H 0.315 -2.321 -2.737 0.043
H -1.031 -2.400 6.399 0.056
H 0.461 -1.006 -6.005 0.122
H -2.939 -0.200 -8.412 0.101
H 2.338 5.000 1.547 0.118
H 1.392 -5.204 -2.923 0.109
H -0.373 4.265 -3.738 0.074
H 1.404 1.579 0.217 0.037
H -2.762 1.551 -8.562 0.093
H 2.969 -5.253 7.375 0.065
H -1.900 3.821 -1.712 0.125
H -3.308 0.849 -7.059 0.083
H -0.395 -3.600 -1.744 0.059
H 1.203 4.329 -2.732 0.060
H -2.278 -2.116 2.899 0.066
```

As for the charge: +1. For the strongest force on any atom, the calculation gives 3.06 eV/A. Its LUMO energy (alpha / beta) is -2.222 / -7.790 eV. For the HOMO energy (alpha / beta), the calculation gives -0.395 / -0.395 hartree. The multiplicity is 2. As for the expectation value of S²: 0.75. Its HOMO-LUMO gap (alpha / beta) is 0.313 / 0.109 Eh. The total energy comes out at -2529.73358 a.u. As for the molar mass: 768.2 g/mol.

=====

Record 3
The following is a quantum chemistry calculation of a cluster of 11 separate species, C35H100N14O11 in total at a distorted geometry, from the OMol25 dataset.

Structure (XYZ):
```
160
Properties=species:S:1:pos:R:3:lowdin_charge:R:1
O -9.114 2.249 16.511 -0.166
O -6.802 -4.590 8.928 -0.189
O -10.225 3.966 11.496 -0.145
O -8.496 -5.292 14.266 0.046
O -5.358 1.380 9.567 -0.208
O -10.804 -6.112 10.557 -0.184
O -2.788 3.759 13.344 -0.199
O -11.751 -2.206 6.892 -0.189
O -13.320 -1.960 11.501 0.002
O -7.312 -1.713 17.097 -0.190
O -9.994 -0.067 12.112 -0.039
N -7.580 -7.305 13.981 0.173
N -5.862 2.650 7.033 0.021
N -6.326 -5.656 14.582 0.162
N -9.540 -2.284 12.411 0.210
N -7.108 -0.890 20.078 0.036
N -10.635 4.950 8.814 0.030
N -7.893 -0.903 12.283 0.191
N -12.824 0.058 12.323 0.194
N -11.918 -3.752 13.261 0.027
N -14.765 -0.669 12.554 0.183
N -5.606 -2.852 11.873 0.035
N -8.527 -1.741 8.752 0.062
N -11.107 0.685 17.557 0.071
N -3.392 1.251 14.689 0.043
C -4.070 3.435 13.832 -0.212
C -9.961 -1.674 8.489 -0.351
C -11.952 -4.954 12.444 -0.384
C -13.368 -5.107 11.897 -0.056
C -7.544 -6.026 14.213 -0.789
C -7.707 -5.679 8.622 -0.056
C -7.737 -2.539 18.226 -0.188
C -4.765 0.437 10.431 -0.130
C -6.990 -2.288 19.509 -0.390
C -11.831 2.982 8.336 -0.078
C -10.371 -2.097 7.025 -0.209
C -10.507 3.026 10.518 -0.242
C -9.912 -7.071 11.056 -0.134
C -5.746 -3.225 10.517 -0.439
C -13.638 -0.906 12.057 -0.789
C -12.199 -2.741 5.621 -0.077
C -9.190 -1.029 12.239 -0.692
C -10.437 -0.197 8.750 -0.047
C -7.833 1.205 6.552 -0.047
C -11.344 -0.550 15.515 -0.062
C -10.442 0.282 16.326 -0.470
C -5.735 1.485 13.961 -0.052
C -6.938 1.908 7.739 -0.329
C -7.960 -2.011 15.936 -0.149
C -11.301 3.824 9.465 -0.419
C -6.622 -4.439 10.320 -0.213
C -9.704 1.397 15.605 -0.211
C -4.319 1.934 13.776 -0.438
C -7.418 -3.168 20.773 -0.052
C -10.862 -4.899 11.298 -0.169
C -7.940 1.748 17.075 -0.112
C -9.848 3.252 12.693 -0.090
C -2.452 5.133 13.044 -0.089
C -6.318 0.721 8.634 -0.132
C -4.290 -3.479 10.055 -0.049
H -5.952 -2.420 19.202 0.130
H -12.080 0.838 17.337 0.063
H -10.107 0.519 7.997 0.047
H -14.120 -4.991 12.677 0.077
H -6.720 -7.741 14.281 0.109
H -12.193 2.087 8.843 0.056
H -6.202 -2.350 10.053 0.116
H -12.756 3.393 7.932 0.083
H -11.197 -4.194 10.537 0.120
H -11.631 -5.760 13.103 0.128
H -8.446 -2.868 20.976 0.069
H -6.137 1.841 14.909 0.067
H -11.828 -0.086 12.240 0.058
H -6.832 -2.995 21.675 0.069
H -4.807 -2.236 11.833 0.073
H -11.815 -2.153 4.788 0.082
H -10.499 -2.296 9.204 0.113
H -9.528 4.061 13.350 0.094
H -10.716 2.827 13.197 0.067
H -5.665 -6.412 14.473 0.098
H -10.035 -1.281 6.385 0.114
H -7.346 -1.724 12.497 0.064
H -12.193 -0.003 15.104 0.070
H -9.782 2.383 10.019 0.111
H -8.992 1.095 14.837 0.122
H -4.097 3.850 14.840 0.132
H -10.319 -7.508 11.968 0.080
H -6.331 1.866 13.132 0.077
H -8.262 -1.648 9.722 0.039
H -14.915 0.162 13.109 0.123
H -1.418 5.352 12.776 0.085
H -8.091 -1.139 15.295 0.070
H -6.061 -4.682 14.562 0.100
H -3.832 0.906 10.744 0.089
H -7.526 -4.334 10.921 0.108
H -5.214 1.918 6.779 0.060
H -8.559 1.946 6.219 0.061
H -4.299 -3.791 9.011 0.081
H -12.510 -3.873 14.071 0.084
H -5.472 0.232 11.235 0.063
H -8.896 -6.752 11.289 0.063
H -13.573 -4.293 11.201 0.064
H -5.307 3.048 7.776 0.054
H -11.497 -0.032 8.556 0.069
H -3.139 5.691 12.408 0.081
H -9.630 -0.342 16.700 0.098
H -9.121 2.446 12.594 0.070
H -3.588 1.441 15.661 0.067
H -8.255 0.251 6.869 0.028
H -8.874 -3.043 12.437 0.081
H -9.860 -4.604 11.611 0.081
H -7.193 2.541 17.057 0.087
H -8.771 -2.379 18.531 0.123
H -9.635 4.811 8.815 0.059
H -3.900 1.761 12.784 0.113
H -8.051 1.541 18.139 0.084
H -4.408 -0.498 9.999 0.068
H -7.357 -4.242 20.602 0.063
H -2.438 1.536 14.518 0.064
H -5.796 0.397 14.007 0.074
H -11.039 2.167 10.927 0.098
H -6.995 0.065 9.181 0.075
H -3.746 -4.254 10.594 0.081
H -12.464 -3.051 12.781 0.023
H -13.146 0.740 12.996 0.105
H -6.104 -5.316 10.707 0.131
H -11.793 -1.361 16.087 0.088
H -10.815 1.648 17.646 0.062
H -13.480 -6.060 11.381 0.075
H -8.436 -7.737 13.663 0.117
H -7.569 2.604 8.292 0.115
H -13.260 -2.522 5.736 0.089
H -10.844 -1.068 14.696 0.066
H -6.791 -0.360 19.279 0.041
H -7.392 -0.026 12.251 0.083
H -7.766 -3.600 17.981 0.127
H -7.245 -2.698 15.484 0.080
H -10.323 0.145 9.779 0.047
H -12.140 4.230 10.030 0.130
H -7.186 1.063 5.686 0.060
H -10.521 1.995 15.202 0.121
H -4.786 3.825 13.109 0.128
H -5.735 -0.011 8.076 0.115
H -7.376 -6.661 8.958 0.083
H -10.477 -2.651 12.496 0.055
H -8.561 -5.471 9.267 0.066
H -15.388 -1.463 12.519 0.135
H -12.001 -3.798 5.443 0.082
H -2.591 5.749 13.932 0.072
H -9.822 -7.846 10.295 0.094
H -8.922 -2.484 16.134 0.098
H -7.488 0.844 16.668 0.073
H -9.910 -3.038 6.725 0.117
H -3.570 -2.676 10.210 0.067
H -5.299 -3.649 12.412 0.074
H -7.845 -5.723 7.541 0.097
H -8.142 -2.604 8.395 0.059
H -8.089 -0.650 20.085 0.060
H -11.057 2.592 7.676 0.071
H -10.791 5.359 7.903 0.068
```

For the strongest force on any atom, the calculation gives 7.38 eV/A. Its LUMO energy is 0.060 eV. For the HOMO energy, the calculation gives -0.296 hartree. The SMILES is COC[C@H](C)N.COC[C@H](C)N.COC[C@H](C)N.COC[C@H](C)N.COC[C@H](C)N.COC[C@H](C)N.COC[C@H](C)N.COC[C@H](C)N.NC(N)=O.NC(N)=O.NC(N)=O. Its HOMO-LUMO gap is 0.298 Eh. The total energy comes out at -2987.51681 a.u. As for the molar mass: 893.3 g/mol.